{"formula": "C16H20N2O3S", "method": "the ωB97M-V functional and the def2-TZVPD basis", "elements": ["C", "C", "C", "C", "C", "C", "C", "C", "C", "C", "C", "C", "N", "S", "N", "C", "H", "H", "H", "H", "H", "H", "H", "H", "H", "H", "H", "H", "H", "H", "H", "H", "C", "C", "O", "C", "O", "O", "H", "H", "H", "H"], "positions_angstrom": [[-1.560785, -2.188327, -2.970936], [-0.376638, -1.772550, -3.423761], [0.454373, -0.838364, -2.578580], [-0.121222, 0.310294, -2.109441], [0.576645, 1.304069, -1.311977], [-0.073108, 2.595354, -0.835177], [-1.056473, 2.410676, 0.342616], [-0.420996, 1.884771, 1.672089], [1.021031, 2.414501, 1.981274], [-1.352610, 2.413890, 2.832132], [1.893097, 1.070068, -1.008065], [2.535717, -0.120531, -1.480053], [3.842384, -0.433987, -1.269336], [4.036173, -1.839813, -2.053148], [2.572697, -2.163316, -2.685874], [1.841410, -1.105481, -2.276839], [-2.207058, -2.883395, -3.514151], [-1.926256, -1.768560, -2.026326], [-0.026069, -2.078886, -4.418399], [-1.166929, 0.483257, -2.384603], [0.683169, 3.377737, -0.658812], [-0.673346, 2.979401, -1.688451], [-1.886459, 1.728469, 0.090654], [-1.523833, 3.394503, 0.548009], [-0.438274, 0.796056, 1.779352], [1.694539, 1.546765, 2.102675], [1.018258, 2.902479, 2.974668], [1.406900, 3.162599, 1.276043], [-1.018966, 3.429344, 3.121896], [-2.379961, 2.558889, 2.445960], [-1.338479, 1.764904, 3.720275], [2.480345, 1.778767, -0.416164], [-0.267640, -2.888465, 2.310261], [-0.426564, -3.551348, 0.965005], [-1.409235, -2.733425, 0.329886], [-1.368289, -1.510691, 0.915088], [-1.941117, -0.552189, 0.504959], [-0.586785, -1.525979, 2.025402], [0.741901, -2.975983, 2.706220], [-0.973750, -3.268763, 3.051606], [0.490846, -3.525480, 0.372486], [-0.768646, -4.581260, 1.041534]], "atomic_forces_ev_per_a": [[0.0, 0.4, 0.0], [0.0, 0.0, 0.3], [-0.3, -0.3, -0.7], [0.0, 0.4, 0.3], [0.7, -0.3, 0.2], [-1.0, -0.3, -1.0], [0.5, -0.1, 0.5], [-0.4, 1.4, 1.1], [-0.3, -0.6, 0.7], [0.0, 0.3, -0.7], [0.0, -0.1, 0.0], [0.5, -0.1, 0.0], [-1.3, -0.8, -0.8], [0.5, -0.3, 0.0], [0.5, 1.5, 1.1], [-0.9, 0.7, -0.1], [0.3, 0.4, 0.1], [0.1, -0.5, -0.3], [0.2, 0.0, 0.6], [0.4, 0.1, 0.2], [-0.2, -0.5, 0.2], [0.3, -0.1, 0.4], [0.4, 0.3, -0.1], [0.3, -0.3, -0.1], [0.1, 0.4, -0.6], [0.1, 0.6, -0.4], [0.0, -0.2, -0.5], [0.0, -0.5, 0.1], [-0.1, -0.5, 0.0], [0.3, -0.5, 0.4], [-0.1, 0.2, -0.3], [-0.2, -0.3, -0.3], [0.2, -0.2, 0.3], [0.2, -0.4, -0.1], [0.0, 0.2, 0.3], [-0.1, 0.1, -0.2], [-0.1, -0.3, 0.0], [-0.2, -0.1, -0.2], [0.0, 0.2, 0.0], [0.0, 0.0, 0.0], [0.0, 0.1, 0.0], [-0.2, 0.1, -0.1]], "homo_energy_ha": -0.3132, "e_above_lowest_kj_mol": 283.3, "total_charge": 0}

=====

{"formula": "C16H20N2O6", "method": "the ωB97M-V functional and the def2-TZVPD basis", "elements": ["C", "O", "C", "O", "C", "C", "C", "O", "N", "C", "C", "C", "C", "N", "C", "O", "C", "C", "C", "O", "O", "C", "C", "C", "H", "H", "H", "H", "H", "H", "H", "H", "H", "H", "H", "H", "H", "H", "H", "H", "H", "H", "H", "H"], "positions_angstrom": [[7.566400, -1.941124, 0.773090], [7.315058, -0.781552, -0.009375], [6.345976, 0.026141, 0.427064], [5.717314, -0.165277, 1.434585], [6.164673, 1.210017, -0.499114], [4.821128, 1.876618, -0.227293], [3.691041, 0.924880, -0.616037], [3.838061, 0.042857, -1.431854], [2.524940, 1.205788, 0.025047], [1.283043, 0.570176, -0.086158], [1.059492, -0.517644, -0.924990], [-0.193863, -1.091338, -0.987083], [-1.249966, -0.599970, -0.222899], [-2.493019, -1.234002, -0.335061], [-3.670696, -0.928353, 0.275180], [-3.831398, -0.021708, 1.059953], [-4.795162, -1.878355, -0.130465], [-6.120036, -1.375309, 0.431725], [-6.429970, -0.013340, -0.156642], [-6.096617, 0.352015, -1.253245], [-7.150970, 0.724349, 0.687628], [-7.478656, 2.036414, 0.251517], [-1.026490, 0.487121, 0.616730], [0.227102, 1.060227, 0.679415], [8.366204, -2.479039, 0.271119], [6.666946, -2.556801, 0.832438], [7.867603, -1.659294, 1.784220], [6.990253, 1.905308, -0.337212], [6.211004, 0.847743, -1.526366], [4.724293, 2.787278, -0.822649], [4.746119, 2.132388, 0.830360], [2.542983, 1.959028, 0.698756], [1.867041, -0.906942, -1.520854], [-0.355775, -1.936168, -1.641944], [-2.504974, -2.006252, -0.987356], [-4.573763, -2.879819, 0.244331], [-4.853713, -1.910838, -1.220280], [-6.931685, -2.056351, 0.168499], [-6.075563, -1.279102, 1.515720], [-6.567868, 2.621307, 0.110755], [-8.095836, 2.472057, 1.032815], [-8.023220, 1.997915, -0.694369], [-1.834425, 0.877010, 1.211761], [0.389275, 1.903981, 1.335489]], "atomic_forces_ev_per_a": [[-0.1, -0.2, 0.3], [0.1, 0.1, -0.3], [0.1, 0.2, -0.2], [-0.1, -0.1, 0.1], [-0.3, -0.1, 0.1], [0.3, -0.3, -0.1], [0.1, 0.6, 0.4], [0.1, -0.3, -0.2], [0.0, 0.3, 0.3], [-0.3, -0.2, -0.1], [0.1, 0.0, -0.1], [-0.2, 0.1, 0.2], [0.3, 0.2, 0.1], [0.1, -0.3, -0.2], [-0.1, -0.6, -0.4], [-0.1, 0.3, 0.2], [-0.3, 0.3, 0.2], [0.3, 0.1, -0.1], [-0.1, -0.3, 0.1], [0.0, 0.1, -0.1], [-0.1, -0.2, 0.3], [0.0, 0.3, -0.3], [-0.1, 0.0, 0.1], [0.2, -0.1, -0.2], [0.0, 0.0, 0.0], [0.1, 0.0, 0.0], [0.0, -0.1, -0.1], [0.0, 0.0, 0.0], [0.1, 0.1, 0.1], [0.0, 0.0, 0.0], [0.0, 0.1, 0.0], [0.2, -0.1, -0.1], [0.0, 0.0, 0.0], [0.0, -0.1, -0.1], [-0.1, 0.1, 0.1], [0.0, 0.0, 0.0], [0.1, -0.1, 0.0], [0.0, 0.0, 0.0], [-0.1, -0.1, -0.1], [-0.1, 0.0, 0.0], [0.0, 0.0, 0.0], [0.0, 0.0, 0.1], [0.0, 0.0, 0.0], [0.0, 0.1, 0.1]], "homo_energy_ha": -0.2923, "e_above_lowest_kj_mol": 17.5, "total_charge": 0, "smiles": "COC(=O)CCC(=O)Nc1ccc(NC(=O)CCC(=O)OC)cc1"}

=====

{"formula": "C16H20N2O6", "method": "the ωB97M-V functional and the def2-TZVPD basis", "elements": ["C", "O", "C", "O", "C", "C", "C", "O", "N", "C", "C", "C", "C", "N", "C", "O", "C", "C", "C", "O", "O", "C", "C", "C", "H", "H", "H", "H", "H", "H", "H", "H", "H", "H", "H", "H", "H", "H", "H", "H", "H", "H", "H", "H"], "positions_angstrom": [[-7.175411, 2.461198, -1.316348], [-7.032703, 1.720295, -0.111937], [-6.443012, 0.528925, -0.219611], [-6.072038, 0.054876, -1.261015], [-6.330971, -0.150096, 1.130193], [-5.189067, -1.159389, 1.099973], [-3.864028, -0.430759, 0.887100], [-3.745316, 0.764954, 1.027823], [-2.854630, -1.280065, 0.550894], [-1.512598, -0.990833, 0.280045], [-0.994801, 0.300828, 0.307125], [0.340326, 0.511756, 0.029960], [1.188332, -0.550066, -0.277124], [2.531454, -0.261954, -0.546059], [3.546500, -1.112594, -0.861814], [3.440118, -2.312999, -0.968224], [4.872063, -0.384380, -1.041446], [5.494858, -0.061086, 0.321614], [6.587881, 0.977336, 0.170332], [6.513240, 1.953768, -0.527660], [7.647035, 0.679163, 0.924322], [8.733674, 1.596245, 0.880804], [0.671280, -1.841931, -0.303607], [-0.664231, -2.052291, -0.028248], [-7.760063, 1.894638, -2.044214], [-6.193760, 2.675434, -1.742916], [-7.685361, 3.382656, -1.048208], [-6.154233, 0.615779, 1.884684], [-7.279981, -0.644617, 1.345933], [-5.348656, -1.864140, 0.282047], [-5.141607, -1.710815, 2.041534], [-3.093611, -2.257638, 0.455420], [-1.640050, 1.129769, 0.542183], [0.731066, 1.519571, 0.050948], [2.758686, 0.722845, -0.509309], [4.728930, 0.545083, -1.596534], [5.543233, -1.031116, -1.606889], [4.739462, 0.364522, 0.988942], [5.903704, -0.953137, 0.793792], [8.428186, 2.563876, 1.283452], [9.070292, 1.734001, -0.148375], [9.522796, 1.161700, 1.488377], [1.316255, -2.670491, -0.541364], [-1.055977, -3.059468, -0.054453]], "atomic_forces_ev_per_a": [[0.0, 0.0, -0.4], [-0.1, 0.1, 0.3], [-0.1, -0.1, 0.3], [0.1, 0.0, -0.1], [0.3, 0.0, -0.2], [-0.2, 0.4, 0.0], [-0.2, -0.7, 0.0], [0.0, 0.4, 0.0], [0.0, -0.4, -0.1], [0.4, 0.1, 0.0], [-0.1, 0.1, 0.0], [0.2, -0.3, -0.1], [-0.4, -0.1, 0.1], [0.0, 0.5, 0.0], [0.5, 0.4, -0.2], [-0.1, -0.3, 0.0], [0.0, -0.1, 0.1], [0.1, 0.1, -0.2], [-0.2, -0.2, 0.1], [0.0, 0.1, -0.1], [0.0, -0.3, 0.2], [0.2, 0.3, -0.1], [0.1, -0.1, 0.0], [-0.2, 0.3, 0.1], [0.0, 0.1, 0.0], [-0.1, 0.0, 0.0], [0.0, 0.0, 0.0], [-0.1, -0.1, 0.0], [0.0, 0.0, 0.0], [0.0, -0.1, 0.1], [0.0, 0.0, 0.0], [-0.1, 0.2, 0.0], [0.0, 0.0, 0.0], [0.0, 0.1, 0.0], [0.1, -0.2, -0.1], [0.0, 0.0, 0.0], [-0.1, 0.0, 0.0], [0.1, 0.0, 0.0], [-0.1, 0.0, 0.0], [0.0, -0.1, 0.0], [0.0, 0.0, 0.1], [-0.1, 0.0, 0.0], [0.0, 0.0, 0.0], [0.0, -0.1, 0.0]], "homo_energy_ha": -0.2942, "e_above_lowest_kj_mol": 30.0, "total_charge": 0, "smiles": "COC(=O)CCC(=O)Nc1ccc(NC(=O)CCC(=O)OC)cc1"}

=====

LUMO energy (computed, eV): -0.35, 0.74, 0.67